Density functional theory data (ωB97M-V with the def2-TZVPD basis set) for a cluster of 12 separate species, C23H70N10O12 in total.

Molecular weight, g/mol: 678.871
Relative energy (zero: lowest compared OMol25 entry of this formula, charge and spin), kcal/mol: 21.36
Kohn-Sham gap, eV: 9.816
Spin multiplicity: 1
SMILES: NC(N)=O.NC(N)=O.NC(N)=O.NC(N)=O.NC(N)=O.CC(C)O.CC(C)O.CC(C)O.CC(C)O.CCO.CCO.CCO
Maximum force, eV/Å: 3.896

Last column: Mulliken charge in e.
Cartesian coordinates (Å):
N: 1.306 7.884 17.409  -0.3151
C: 2.430 8.586 17.399  0.6179
N: 2.592 9.436 16.342  -0.3694
O: 3.247 8.674 18.318  -0.5415
H: 0.797 7.912 16.589  0.1398
H: 1.066 7.392 18.235  0.2142
H: 3.386 10.026 16.331  0.1918
H: 1.863 9.598 15.662  0.1467
N: 0.691 13.484 13.142  -0.4869
C: 0.827 12.458 14.068  0.6467
N: 0.074 11.414 13.825  -0.3021
O: 1.479 12.642 15.115  -0.6443
H: 0.534 13.209 12.188  0.2090
H: 1.385 14.224 13.271  0.1213
H: -0.673 11.545 13.157  0.2793
H: -0.139 10.827 14.622  0.0380
N: 4.029 15.088 14.309  -0.1558
C: 3.645 16.296 13.772  0.5008
N: 4.642 17.236 13.837  -0.3093
O: 2.571 16.421 13.135  -0.7058
H: 4.948 14.995 14.640  0.1699
H: 3.341 14.340 14.475  0.1168
H: 4.510 18.094 13.315  0.2204
H: 5.479 17.110 14.377  0.2157
N: -2.301 12.811 20.882  -0.3724
C: -1.859 11.548 21.182  0.3727
N: -0.937 11.026 20.284  0.0967
O: -2.210 10.831 22.102  -0.6806
H: -3.118 13.063 21.456  0.2778
H: -2.384 13.061 19.910  0.2295
H: -0.721 11.634 19.583  -0.0504
H: -0.625 10.056 20.170  0.0255
N: 1.291 9.275 22.312  -0.3058
C: 1.616 8.348 21.263  0.4428
N: 2.965 7.981 21.231  -0.4497
O: 0.738 7.840 20.521  -0.6631
H: 0.302 9.371 22.438  0.2440
H: 1.918 9.266 23.120  0.2275
H: 3.730 8.581 21.593  0.2177
H: 3.271 7.553 20.385  0.2969
C: -2.599 14.638 15.732  -1.4732
C: -1.880 14.645 17.065  1.0337
C: -2.417 15.809 17.904  -1.6163
O: -2.094 13.397 17.708  -0.6123
H: -2.225 13.899 15.036  0.1581
H: -2.619 15.579 15.209  0.4340
H: -3.640 14.430 15.854  0.3926
H: -0.808 14.823 16.929  0.1200
H: -1.940 15.746 18.942  0.3104
H: -3.483 15.769 17.969  0.3527
H: -2.107 16.730 17.489  0.4748
H: -1.229 12.922 17.725  0.3934
C: 3.348 12.756 24.871  -1.5113
C: 2.760 13.166 23.491  0.8691
C: 2.216 14.575 23.485  -1.2743
O: 3.862 13.111 22.575  -0.3782
H: 3.878 11.823 24.718  0.3493
H: 2.527 12.760 25.591  0.4178
H: 3.990 13.557 25.122  0.3566
H: 1.962 12.429 23.330  0.0922
H: 3.081 15.216 23.646  0.3264
H: 1.547 14.806 24.363  0.3509
H: 1.699 14.847 22.543  0.2948
H: 3.516 13.016 21.701  0.0615
C: -3.268 10.083 15.505  -1.5024
C: -2.395 9.959 16.720  1.2211
C: -2.497 8.549 17.252  -1.4586
O: -1.039 10.274 16.464  -0.1298
H: -4.260 10.479 15.916  0.3393
H: -3.272 9.130 14.894  0.3277
H: -2.906 10.788 14.752  0.2835
H: -2.652 10.637 17.569  0.1128
H: -3.502 8.370 17.611  0.3906
H: -1.798 8.418 18.086  0.1927
H: -2.082 7.867 16.524  0.4217
H: -0.691 10.720 17.230  -0.1195
C: 6.739 17.588 19.858  -1.3017
C: 6.972 16.522 18.784  0.5199
C: 6.880 15.112 19.354  -1.0979
O: 6.012 16.652 17.724  -0.5084
H: 7.633 17.681 20.547  0.3348
H: 5.881 17.304 20.488  0.2874
H: 6.555 18.521 19.372  0.4505
H: 7.931 16.617 18.338  0.1433
H: 7.746 14.958 20.020  0.4320
H: 6.997 14.295 18.595  0.2837
H: 5.928 14.840 19.888  0.1673
H: 5.923 17.572 17.469  0.2856
C: 5.875 11.159 19.633  -0.4826
C: 5.988 11.219 21.122  -0.1299
O: 4.732 10.676 21.738  -0.4139
H: 5.319 10.264 19.369  0.1690
H: 6.792 11.084 18.984  0.3727
H: 5.232 11.975 19.307  -0.1949
H: 6.186 12.210 21.479  0.1693
H: 6.735 10.603 21.637  0.3754
H: 3.959 11.159 21.402  0.1335
C: 9.354 15.921 14.537  -1.0432
C: 8.162 15.039 14.473  -0.2450
O: 7.063 15.719 15.091  -0.3753
H: 10.232 15.566 14.055  0.3829
H: 9.486 16.315 15.524  0.2720
H: 9.113 16.833 13.952  0.2542
H: 8.165 14.059 14.979  0.2988
H: 7.848 14.950 13.418  0.2423
H: 7.194 15.816 16.044  0.1281
C: 2.450 13.271 18.872  -0.3242
C: 1.730 12.111 18.434  1.0007
O: 0.563 12.405 17.666  0.4693
H: 1.992 13.887 19.677  0.2552
H: 2.767 13.991 18.083  0.2354
H: 3.414 12.911 19.250  -0.5481
H: 1.397 11.579 19.354  -0.3221
H: 2.413 11.424 17.903  -0.4448
H: 0.858 12.334 16.762  -0.1399

=====

Density functional theory data (ωB97M-V with the def2-TZVPD basis set) for a cluster of 11 separate species, C23H70N14O11 in total.

Molecular weight, g/mol: 718.900
Relative energy (zero: lowest compared OMol25 entry of this formula, charge and spin), kcal/mol: 0.00
Kohn-Sham gap, eV: 9.553
Spin multiplicity: 1
SMILES: COC[C@H](C)N.COC[C@H](C)N.NC(N)=O.NC(N)=O.NC(N)=O.NC(N)=O.NC(N)=O.NC(N)=O.CC(C)O.CC(C)O.CC(C)O
Maximum force, eV/Å: 3.270

Last column: Mulliken charge in e.
Cartesian coordinates (Å):
C: 1.394 -3.731 -0.682  0.1545
O: 0.868 -4.003 0.562  0.0802
C: 1.465 -5.088 1.217  -1.3749
C: 0.962 -6.425 0.587  0.5540
C: -0.597 -6.620 0.783  -1.1061
N: 1.637 -7.499 1.357  -0.7220
H: 1.279 -4.530 -1.415  0.2699
H: 2.451 -3.492 -0.579  0.3642
H: 0.907 -2.826 -1.014  -0.6360
H: 2.570 -5.084 1.271  0.5504
H: 1.187 -5.026 2.284  0.3178
H: 1.289 -6.395 -0.429  0.3976
H: -1.202 -6.015 0.098  0.1441
H: -0.771 -6.385 1.830  0.2256
H: -0.826 -7.665 0.696  0.4829
H: 2.600 -7.194 1.423  0.2377
H: 1.592 -8.371 0.828  0.2715
C: -1.045 -3.915 3.202  -0.4092
O: -1.902 -2.840 3.449  -0.3682
C: -1.303 -1.587 3.480  -0.0047
C: -2.142 -0.544 4.186  0.2479
C: -3.540 -0.363 3.578  -1.0787
N: -1.445 0.786 4.235  -0.7286
H: -0.169 -3.858 3.843  0.4703
H: -0.638 -4.000 2.201  -0.1524
H: -1.556 -4.827 3.513  0.3179
H: -0.291 -1.552 3.963  0.4096
H: -1.049 -1.227 2.452  -0.2551
H: -2.249 -0.887 5.193  0.3900
H: -4.116 0.218 4.334  0.3482
H: -4.061 -1.318 3.377  0.3126
H: -3.414 0.116 2.598  0.0468
H: -1.572 1.252 3.360  0.1447
H: -0.452 0.733 4.344  0.3509
N: 2.526 1.125 -3.131  -0.2645
C: 1.874 2.302 -2.790  0.3947
N: 0.958 2.688 -3.733  -0.4918
O: 2.125 2.936 -1.710  -0.5776
H: 2.546 0.764 -4.051  0.1957
H: 3.310 1.023 -2.520  0.2999
H: 0.440 1.931 -4.147  0.4407
H: 0.346 3.368 -3.336  0.2652
N: -4.080 -2.116 -1.572  -0.3698
C: -2.952 -2.874 -1.396  0.6819
N: -2.476 -2.966 -0.137  -0.0237
O: -2.480 -3.550 -2.363  -0.8876
H: -4.220 -1.257 -1.064  0.1590
H: -4.386 -2.014 -2.539  0.3343
H: -1.761 -3.649 0.066  -0.1831
H: -2.928 -2.580 0.655  0.0525
N: 0.432 5.816 -0.744  -0.2865
C: -0.421 4.755 -0.851  0.1785
N: -0.704 4.192 0.390  -0.1676
O: -0.964 4.281 -1.873  -0.7578
H: 0.540 6.484 -1.469  0.2439
H: 0.431 6.204 0.186  0.2329
H: -1.183 3.303 0.448  0.0332
H: -0.070 4.415 1.145  0.2351
N: 0.184 -2.337 -3.548  -0.1747
C: -0.380 -1.129 -4.044  0.2217
N: -1.803 -1.291 -4.148  -0.2353
O: 0.237 -0.095 -4.390  -0.7068
H: -0.466 -3.015 -3.185  0.1541
H: 1.111 -2.649 -3.834  0.2078
H: -2.116 -2.206 -3.878  0.1589
H: -2.402 -0.729 -4.718  0.2122
N: -2.737 3.674 -4.263  -0.2715
C: -3.127 2.406 -3.793  0.2517
N: -2.192 1.918 -2.801  0.6035
O: -4.088 1.803 -4.220  -0.6947
H: -1.868 4.087 -3.926  0.1525
H: -3.260 4.104 -5.012  0.2277
H: -1.750 2.659 -2.228  0.1678
H: -2.573 1.119 -2.293  -0.2603
N: -5.401 1.903 -1.863  -0.4203
C: -4.710 1.869 -0.617  0.4090
N: -4.843 2.932 0.224  -0.3909
O: -4.095 0.806 -0.396  -0.5359
H: -5.350 1.065 -2.384  0.1979
H: -5.638 2.696 -2.451  0.2073
H: -5.089 3.776 -0.210  0.2154
H: -4.299 2.885 1.058  0.2351
C: 3.778 6.036 2.348  -1.8652
C: 2.809 5.211 1.550  0.7808
C: 3.003 3.709 1.566  -0.5632
O: 1.452 5.499 2.143  -0.6296
H: 3.609 7.060 2.131  0.4694
H: 4.771 5.774 2.028  0.3871
H: 3.707 5.949 3.412  0.4868
H: 2.789 5.613 0.524  0.2230
H: 2.069 3.282 1.197  -0.3298
H: 3.323 3.389 2.572  0.3910
H: 3.707 3.397 0.774  0.3097
H: 1.617 5.917 2.996  0.2821
C: 0.649 0.717 1.271  -1.0750
C: -0.319 0.849 0.096  2.8250
C: -0.432 -0.330 -0.768  0.8562
O: -1.569 1.221 0.719  -0.2121
H: 1.653 0.884 0.877  -0.3130
H: 0.627 -0.283 1.736  -0.2457
H: 0.536 1.436 2.013  0.5536
H: 0.068 1.745 -0.411  -1.0147
H: -1.033 -0.002 -1.676  -0.6875
H: -0.856 -1.176 -0.228  -0.5127
H: 0.524 -0.563 -1.210  0.2600
H: -2.398 0.988 0.252  -0.1601
C: 5.856 -0.660 1.654  -1.6074
C: 4.695 -0.950 0.677  0.8992
C: 4.268 0.187 -0.118  -0.8496
O: 4.989 -2.134 -0.030  -0.5914
H: 5.660 0.192 2.312  0.3271
H: 6.784 -0.593 1.082  0.3607
H: 5.857 -1.488 2.320  0.4537
H: 3.854 -1.216 1.336  0.0152
H: 3.587 0.052 -0.918  -0.0074
H: 5.102 0.694 -0.583  0.6090
H: 3.894 0.905 0.623  -0.0831
H: 5.266 -1.982 -0.943  0.3351

=====

Which of these has the lowest Kohn-Sham gap? C23H70N14O11